33
Properties=species:S:1:pos:R:3:lowdin_charge:R:1 method="wB97M-V/def2-TZVPD" energy_ev=-15597.038 max_force_ha_per_bohr=0.0931 homo_ev=-17.97 total_charge=+2 spin_multiplicity=1 relative_energy_kcal_mol=74.5 orbital_gap_ev=8.5
C 3.603 -1.368 0.196 0.00
N 2.233 -1.012 0.536 0.16
C 1.549 -0.018 0.079 -0.18
N 2.145 0.826 -0.779 0.14
N 1.536 1.870 -1.024 0.18
C 0.238 1.844 -0.401 -0.27
C 0.206 3.182 0.403 -0.01
C 0.126 0.402 0.240 -0.19
N -0.386 0.539 1.708 0.31
C -0.886 -0.452 -0.548 -0.47
C -0.919 -2.008 -0.234 0.00
C -0.729 -0.415 -2.119 0.02
C -2.228 0.168 -0.137 -0.02
H 3.818 -2.426 -0.080 0.13
H 4.297 -1.383 1.073 0.13
H 4.088 -0.777 -0.544 0.09
H 1.891 -1.645 1.248 0.18
H -0.320 2.189 -1.304 0.18
H 0.939 3.427 1.191 0.11
H -0.792 3.272 0.901 0.10
H 0.227 3.994 -0.325 0.11
H -0.291 0.013 2.520 0.16
H -1.417 0.445 1.645 0.15
H -0.222 1.424 2.082 0.13
H -1.647 -2.328 -1.028 0.12
H -1.144 -2.089 0.814 0.07
H 0.100 -2.521 -0.486 0.12
H -1.665 -0.853 -2.476 0.11
H -0.551 0.513 -2.502 0.05
H 0.028 -1.090 -2.388 0.08
H -2.980 -0.026 -0.902 0.14
H -2.151 1.144 -0.016 0.04
H -2.642 -0.269 0.745 0.10